[1]
{
  "formula": "C10H17B2CaCl2F4N4O4",
  "method": "ωB97M-V with the def2-TZVPD basis set",
  "lumo_ev": 2.34,
  "charge": -1,
  "relative_energy_kj_mol": 1.8,
  "total_energy_ha": -2958.96986,
  "e_homo_ha": -0.1659,
  "molar_mass_g_mol": 465.87,
  "symbols": ["Ca", "Cl", "C", "Cl", "C", "O", "O", "H", "C", "C", "C", "O", "B", "O", "C", "C", "C", "H", "H", "H", "H", "H", "H", "H", "H", "H", "H", "H", "H", "F", "B", "F", "F", "F", "N", "C", "N", "N", "C", "N", "H", "H", "H", "H"],
  "coordinates": [[-2.3567, 0.7193, 1.1887], [-3.3632, -1.0495, -1.2361], [-3.3401, 0.4146, -2.2640], [-4.2201, 0.0957, -3.7712], [-3.8562, 1.6940, -1.5262], [-4.1736, 2.6233, -2.2467], [-3.7680, 1.6582, -0.2613], [-2.2952, 0.5715, -2.5181], [3.0461, -1.1354, -1.2905], [2.0334, -0.0041, -1.2414], [2.7546, 1.3407, -1.2621], [1.3040, -0.0805, -0.0021], [-0.0423, 0.3226, -0.1984], [-0.2104, 0.4801, -1.5908], [0.9018, -0.0988, -2.2939], [1.1456, 0.6858, -3.5712], [0.5183, -1.5377, -2.6330], [3.8033, -0.9806, -0.5197], [3.5495, -1.1652, -2.2604], [2.5703, -2.0979, -1.1124], [3.3921, 1.4077, -0.3791], [2.0386, 2.1614, -1.2256], [3.3798, 1.4521, -2.1507], [1.2561, 1.7490, -3.3671], [0.2960, 0.5575, -4.2433], [2.0427, 0.3273, -4.0834], [0.3419, -2.1144, -1.7247], [1.2861, -2.0344, -3.2307], [-0.4113, -1.5243, -3.2037], [-2.3064, 2.8658, 4.7218], [-2.0922, 2.0638, 3.6390], [-3.2302, 1.2327, 3.3377], [-1.0002, 1.1918, 3.7941], [-1.8791, 2.8012, 2.4360], [1.2028, -1.5703, 4.9933], [0.4116, -1.5402, 3.8927], [0.9500, -1.1076, 2.7512], [-0.8199, -1.9870, 4.0382], [-1.6445, -1.7558, 3.0473], [-2.3887, -1.5752, 2.1746], [2.2006, -1.5531, 4.8953], [0.8080, -1.9996, 5.8104], [1.7868, -0.5505, 2.7657], [0.3782, -0.9539, 1.9219]]
}

[2]
{
  "formula": "CH3N4Si",
  "method": "ωB97M-V with the def2-TZVPD basis set",
  "lumo_ev": 3.89,
  "charge": -1,
  "relative_energy_kj_mol": 156.4,
  "total_energy_ha": -548.37643,
  "smiles": "[N-]=C=N/N=N/[SiH3]",
  "e_homo_ha": -0.1566,
  "molar_mass_g_mol": 99.15,
  "symbols": ["N", "C", "N", "N", "N", "Si", "H", "H", "H"],
  "coordinates": [[-1.6135, -1.0388, 4.9831], [-1.7976, -0.2918, 4.1189], [-2.0579, 0.7252, 3.3406], [-1.7036, 0.9885, 2.1330], [-0.9613, 0.1362, 1.5271], [-0.1051, 0.0556, 0.0836], [-0.1866, -1.4903, -0.2712], [1.3597, 0.2700, 0.7409], [-0.0606, 0.8416, -1.1500]]
}

[3]
{
  "formula": "C6H11N2S2",
  "method": "ωB97M-V with the def2-TZVPD basis set",
  "lumo_ev": -4.79,
  "charge": 1,
  "relative_energy_kj_mol": 656.2,
  "total_energy_ha": -1140.64169,
  "smiles": "C=S1(=C)C=C[NH+]=C(C)N1S",
  "e_homo_ha": -0.4510,
  "molar_mass_g_mol": 175.30,
  "symbols": ["C", "S", "C", "C", "C", "N", "C", "C", "N", "S", "H", "H", "H", "H", "H", "H", "H", "H", "H", "H", "H"],
  "coordinates": [[-1.9240, -0.5982, -1.4326], [-1.4182, -0.5415, 0.1335], [-2.3220, -1.3821, 1.3074], [-1.3855, 1.1570, 0.3409], [-0.3698, 1.9659, 0.0465], [0.8859, 1.6158, -0.1683], [1.4239, 0.3696, -0.0248], [2.7956, 0.1801, -0.6546], [0.7407, -0.5739, 0.5155], [1.3915, -2.1840, 0.6988], [-2.2402, -1.6370, -1.6154], [-1.5931, 0.2428, -2.0991], [-2.7889, -2.2372, 0.8816], [-1.7598, -1.4026, 2.1965], [-2.3724, 1.6569, 0.7729], [-0.5023, 3.0338, 0.1563], [1.6250, 2.3267, -0.2149], [3.3552, -0.5919, 0.0035], [3.3314, 1.1740, -0.7209], [2.7096, -0.2172, -1.6961], [0.4173, -2.3572, 1.5734]]
}

[4]
{
  "formula": "C5H14N",
  "method": "ωB97M-V with the def2-TZVPD basis set",
  "lumo_ev": -7.95,
  "charge": 1,
  "relative_energy_kj_mol": 470.4,
  "total_energy_ha": -253.23907,
  "e_homo_ha": -0.5440,
  "molar_mass_g_mol": 88.17,
  "symbols": ["C", "C", "C", "C", "C", "N", "H", "H", "H", "H", "H", "H", "H", "H", "H", "H", "H", "H", "H", "H"],
  "coordinates": [[2.8377, -0.6437, -0.0329], [-0.1675, 1.2919, 0.4765], [-1.4152, 0.4940, 0.3799], [-1.2598, -0.9136, 1.0021], [-1.8715, 0.3451, -1.0956], [1.5740, -0.4511, -0.7939], [3.4574, 0.3177, 0.0032], [3.4178, -1.4700, -0.4091], [-0.1574, 2.2701, -0.0354], [0.8614, 0.4127, -0.2398], [-2.2564, 0.9689, 0.9310], [-0.9343, -0.8318, 2.0147], [-2.1983, -1.4778, 0.9688], [-0.4600, -1.4456, 0.4939], [-2.0393, 1.3124, -1.5696], [-2.8181, -0.2239, -1.2017], [-1.0814, -0.2173, -1.6393], [0.1425, 1.4193, 1.5183], [1.7706, -0.2324, -1.7936], [2.5977, -0.9249, 1.0224]]
}

[5]
{
  "formula": "C2H3N3O2",
  "method": "ωB97M-V with the def2-TZVPD basis set",
  "lumo_ev": 0.12,
  "relative_energy_kj_mol": 460.9,
  "total_energy_ha": -392.61799,
  "e_homo_ha": -0.3397,
  "molar_mass_g_mol": 101.06,
  "symbols": ["C", "C", "H", "H", "H", "N", "N", "N", "O", "O"],
  "coordinates": [[0.2303, 0.4530, 0.4051], [-0.1193, -0.7271, -0.3998], [0.2782, 0.6370, 2.4746], [0.0133, -0.8642, 1.7890], [-0.2344, -0.4587, -2.7869], [0.5219, 0.0719, 1.6879], [0.0519, 1.5650, -0.1011], [-0.3616, -0.0903, -1.5536], [-0.2389, 1.2849, -1.3964], [-0.1414, -1.8715, -0.1189]]
}

[6]
{
  "formula": "C6H20Br2O8",
  "method": "ωB97M-V with the def2-TZVPD basis set",
  "lumo_ev": 0.08,
  "relative_energy_kj_mol": 662.1,
  "total_energy_ha": -5990.29599,
  "e_homo_ha": -0.3683,
  "molar_mass_g_mol": 380.03,
  "symbols": ["Br", "C", "C", "Br", "H", "H", "H", "H", "C", "C", "C", "O", "C", "O", "O", "H", "H", "H", "H", "H", "H", "O", "H", "H", "O", "H", "H", "O", "H", "H", "O", "H", "H", "O", "H", "H"],
  "coordinates": [[-3.0870, 3.9046, -1.2067], [-3.1083, 2.7158, 0.3503], [-2.7198, 1.3092, -0.1012], [-2.6046, -0.0043, 1.3846], [-4.0675, 2.7838, 0.8635], [-2.3796, 2.9891, 1.1135], [-1.7443, 1.3420, -0.5865], [-3.4017, 0.9591, -0.8761], [1.7195, -0.8954, -0.1552], [2.4464, -2.2476, -0.4082], [2.5305, -3.1190, 0.8348], [1.5563, -4.0332, 0.6203], [1.1811, -4.0426, -0.6742], [0.2302, -4.7267, -1.1305], [1.8392, -3.1036, -1.3573], [1.6195, -0.3009, -1.0633], [2.3102, -0.3900, 0.6088], [0.7510, -0.9157, 0.3445], [3.4343, -1.9833, -0.7854], [2.2010, -2.7174, 1.7930], [3.4237, -3.7391, 0.9116], [-0.4771, 0.7602, 0.4060], [-0.3266, 0.0204, -0.1825], [-1.2958, 0.5477, 0.8541], [0.1939, 2.1240, -1.1473], [-0.0879, 1.4819, -0.4958], [1.0051, 1.7629, -1.5049], [-1.2969, -0.5941, -1.3049], [-0.7088, -0.9329, -1.9798], [-2.1731, -0.6971, -1.6762], [-0.4874, 2.1598, 2.1008], [-0.4362, 1.9797, 1.1621], [-0.9363, 3.0032, 2.1592], [1.8301, 1.6426, 0.6949], [2.1076, 1.7090, -0.2188], [0.9593, 1.2474, 0.6531]]
}

[7]
{
  "formula": "H3N2OP",
  "method": "ωB97M-V with the def2-TZVPD basis set",
  "lumo_ev": 0.24,
  "relative_energy_kj_mol": 142.1,
  "total_energy_ha": -527.83404,
  "e_homo_ha": -0.3331,
  "molar_mass_g_mol": 78.01,
  "symbols": ["N", "N", "O", "P", "H", "H", "H"],
  "coordinates": [[0.0969, 0.0333, 0.1170], [-1.2082, 0.4623, -0.2580], [2.1894, -0.4962, 0.6172], [1.5503, 0.3256, -0.4675], [-1.4640, 0.1238, -1.2553], [-1.8778, 0.1512, 0.3432], [0.7134, -0.6001, 0.9034]]
}

[8]
{
  "formula": "C4H10N2O2",
  "method": "ωB97M-V with the def2-TZVPD basis set",
  "lumo_ev": 0.06,
  "relative_energy_kj_mol": 296.4,
  "total_energy_ha": -418.34807,
  "smiles": "C[C@H](O)CN.N=C=O",
  "e_homo_ha": -0.3429,
  "molar_mass_g_mol": 118.14,
  "symbols": ["C", "C", "O", "C", "N", "H", "H", "H", "H", "H", "H", "H", "H", "H", "N", "C", "O", "H"],
  "coordinates": [[-0.9423, -1.7774, -0.0511], [-0.4679, -0.3433, -0.2158], [-1.2992, 0.5928, 0.2904], [0.0444, 0.0153, -1.6202], [0.5704, 1.3583, -1.7558], [-1.1913, -1.9796, 0.9901], [-0.1909, -2.4891, -0.3919], [-1.8440, -1.9191, -0.6507], [0.5531, -0.2605, 0.4867], [-0.9147, 0.8021, 1.3074], [0.8024, -0.7066, -1.9333], [-0.8117, -0.0925, -2.2970], [-0.0983, 2.0218, -1.3769], [1.4315, 1.4596, -1.2278], [0.3146, 1.0499, 2.1838], [1.2905, 0.4182, 1.7332], [2.3849, -0.0219, 1.7724], [0.3684, 1.8718, 2.7565]]
}